[1]
{
  "formula": "C35H62Cl6FKLiMgNO16P4S",
  "method": "ωB97M-V/def2-TZVPD",
  "species": ["C", "C", "C", "C", "C", "C", "C", "C", "C", "C", "C", "C", "C", "C", "C", "S", "O", "O", "Cl", "C", "P", "O", "Cl", "C", "O", "C", "C", "C", "C", "O", "C", "C", "P", "P", "O", "O", "O", "C", "O", "H", "H", "H", "H", "H", "H", "H", "H", "H", "H", "H", "H", "H", "H", "H", "H", "H", "H", "H", "H", "H", "H", "H", "H", "H", "H", "H", "H", "H", "H", "H", "H", "H", "C", "Cl", "Cl", "Cl", "H", "Li", "C", "C", "O", "H", "H", "H", "H", "H", "H", "F", "K", "C", "O", "N", "C", "C", "H", "H", "H", "H", "H", "H", "H", "C", "C", "O", "H", "H", "H", "H", "H", "H", "C", "O", "P", "O", "O", "C", "O", "C", "H", "H", "H", "H", "H", "H", "H", "H", "H", "Cl", "Mg"],
  "positions_angstrom": [[0.02, -0.04, 3.71], [0.07, 0.54, 2.45], [-0.74, -0.03, 1.31], [-0.15, -1.00, 0.49], [-0.87, -1.52, -0.59], [-2.18, -1.10, -0.86], [-2.81, -1.77, -2.04], [-3.43, -3.11, -1.54], [-4.97, -3.18, -1.60], [-5.53, -2.92, -3.02], [-2.76, -0.12, -0.04], [-4.17, 0.34, -0.43], [-3.97, 1.58, -1.40], [-4.46, 1.29, -2.86], [-3.36, 1.54, -3.93], [-3.41, 0.41, -5.31], [-2.48, 0.89, -6.29], [-3.07, -0.94, -4.94], [-5.26, 0.41, -6.15], [-2.05, 0.43, 1.06], [-2.99, 1.75, 1.98], [-2.11, 2.40, 3.19], [-4.50, 0.69, 3.03], [-0.13, -2.54, -1.46], [-0.66, -3.51, -2.00], [1.33, -2.25, -1.62], [1.90, -2.51, -3.01], [1.24, -1.55, -4.03], [2.20, -0.51, -4.68], [3.57, -0.71, -4.39], [4.35, -1.06, -5.52], [2.03, -1.75, -0.59], [3.80, -1.34, -0.77], [4.29, 0.30, 0.58], [3.72, 0.17, 1.91], [3.92, 1.77, -0.04], [5.91, 0.28, 0.74], [1.26, -1.51, 0.70], [1.70, -1.74, 1.79], [-0.54, 0.46, 4.50], [0.53, -0.98, 3.97], [0.75, 1.38, 2.28], [-3.55, -1.12, -2.50], [-2.07, -2.03, -2.79], [-2.94, -3.91, -2.08], [-3.15, -3.29, -0.50], [-5.29, -4.19, -1.32], [-5.41, -2.51, -0.86], [-6.56, -2.54, -2.94], [-5.57, -3.84, -3.61], [-4.96, -2.19, -3.60], [-4.73, 0.72, 0.43], [-4.70, -0.42, -1.00], [-2.90, 1.80, -1.47], [-4.44, 2.47, -0.98], [-5.25, 2.02, -3.07], [-4.94, 0.31, -2.98], [-3.52, 2.54, -4.35], [-2.35, 1.56, -3.52], [-2.38, 1.93, 4.01], [1.57, -3.53, -3.26], [2.99, -2.54, -3.03], [0.42, -0.99, -3.56], [0.76, -2.15, -4.81], [1.88, 0.51, -4.42], [2.08, -0.58, -5.77], [4.18, -0.41, -6.38], [5.40, -0.93, -5.23], [4.23, -2.12, -5.77], [3.89, -0.74, -2.06], [4.73, 2.28, 0.07], [6.27, 0.44, -0.15], [-7.52, 2.96, 4.65], [-8.33, 1.98, 3.40], [-6.27, 3.94, 3.93], [-8.70, 3.96, 5.53], [-7.05, 2.29, 5.36], [-1.74, -4.29, -3.62], [-2.51, 1.15, 8.19], [-1.79, 2.01, 7.18], [-1.82, 1.41, 5.87], [-2.06, 0.16, 8.24], [-2.49, 1.60, 9.18], [-3.56, 1.00, 7.89], [-0.75, 2.14, 7.46], [-2.25, 3.00, 7.12], [-2.74, 1.30, 5.64], [-4.65, -1.98, -7.38], [-10.70, 1.98, 4.25], [4.10, 6.17, -1.91], [4.82, 5.33, -2.39], [3.59, 6.13, -0.65], [2.73, 7.17, -0.13], [3.93, 4.99, 0.19], [3.79, 7.07, -2.47], [3.20, 7.61, 0.77], [1.76, 6.73, 0.15], [2.56, 7.96, -0.88], [5.01, 4.94, 0.32], [3.59, 4.08, -0.29], [3.45, 5.09, 1.17], [0.74, 3.74, 11.20], [-0.47, 3.73, 10.28], [-1.31, 2.60, 10.56], [1.31, 2.82, 11.08], [1.38, 4.59, 10.99], [0.42, 3.79, 12.25], [-0.16, 3.65, 9.24], [-1.06, 4.64, 10.41], [-1.60, 2.67, 11.47], [7.14, -5.07, -4.97], [6.35, -6.02, -4.24], [5.34, -5.49, -3.14], [4.99, -4.07, -3.24], [6.00, -5.92, -1.76], [7.37, -5.57, -1.52], [4.13, -6.50, -3.26], [2.84, -6.00, -2.94], [8.12, -5.52, -5.16], [6.66, -4.84, -5.91], [7.29, -4.15, -4.41], [7.63, -4.62, -1.98], [8.01, -6.36, -1.91], [7.52, -5.50, -0.45], [2.37, -5.62, -3.84], [2.89, -5.21, -2.19], [2.24, -6.82, -2.54], [-5.92, -1.65, -8.44], [2.46, 9.38, 0.52]],
  "lumo_energy_ev": -4.958,
  "charge": 2,
  "e_homo_ev": -8.60
}

[2]
{
  "formula": "C35H62N5O8P2S",
  "method": "ωB97M-V/def2-TZVPD",
  "species": ["C", "C", "O", "P", "O", "C", "C", "C", "N", "N", "C", "P", "O", "O", "O", "C", "C", "C", "C", "C", "C", "C", "C", "N", "C", "S", "O", "C", "C", "H", "H", "H", "H", "H", "H", "H", "H", "H", "H", "H", "H", "H", "H", "H", "H", "H", "H", "H", "H", "H", "H", "H", "H", "H", "H", "C", "C", "C", "C", "C", "C", "N", "O", "C", "C", "C", "H", "H", "H", "H", "H", "H", "H", "H", "H", "H", "H", "H", "H", "H", "H", "H", "H", "H", "C", "C", "C", "C", "C", "C", "N", "O", "C", "C", "C", "H", "H", "H", "H", "H", "H", "H", "H", "H", "H", "H", "H", "H", "H", "H", "H", "H", "H"],
  "positions_angstrom": [[3.82, -2.10, 3.37], [2.59, -1.29, 3.91], [2.32, -0.05, 3.20], [1.74, -0.29, 1.67], [2.90, -0.35, 0.74], [0.82, -1.89, 1.45], [-0.54, -2.00, 2.23], [-1.62, -1.18, 1.41], [-2.55, -0.38, 2.28], [-1.90, 0.34, 3.16], [-2.63, 1.10, 3.97], [-1.68, 2.08, 5.26], [-0.25, 2.24, 4.90], [-1.73, 1.24, 6.69], [-2.35, 3.56, 5.48], [-4.11, 1.23, 3.94], [-4.90, 2.16, 4.88], [-4.76, 0.42, 2.90], [-6.30, 0.46, 2.68], [-7.03, -0.68, 3.15], [-8.47, -0.72, 2.98], [-8.97, 0.44, 2.28], [-8.06, 1.46, 1.85], [-6.72, 1.57, 2.02], [-3.89, -0.43, 2.05], [-4.75, -1.40, 0.79], [0.85, 1.04, 1.24], [1.63, 2.00, 0.48], [0.88, 3.40, 0.62], [3.51, -3.18, 3.25], [4.22, -1.74, 2.39], [4.68, -2.08, 4.09], [2.85, -0.98, 4.96], [1.66, -1.91, 4.02], [0.67, -2.09, 0.36], [1.49, -2.71, 1.81], [-0.85, -3.08, 2.16], [-0.49, -1.77, 3.31], [-1.11, -0.43, 0.76], [-2.15, -1.89, 0.75], [-0.99, 0.60, 6.70], [-1.62, 4.14, 5.78], [-4.84, 3.24, 4.58], [-4.50, 2.03, 5.91], [-5.96, 1.79, 4.89], [-6.50, -1.52, 3.65], [-9.15, -1.53, 3.32], [-10.06, 0.54, 2.07], [-8.52, 2.31, 1.28], [-4.80, -0.55, -0.30], [2.65, 2.17, 0.92], [1.73, 1.75, -0.60], [-0.05, 3.23, 1.22], [1.49, 4.13, 1.21], [0.57, 3.81, -0.37], [1.54, -7.67, -0.31], [2.11, -6.39, 0.34], [1.93, -5.19, -0.59], [2.91, -5.16, -1.76], [4.34, -5.24, -1.24], [4.58, -6.46, -0.33], [3.54, -6.61, 0.73], [3.82, -5.73, 1.69], [4.64, -7.73, -1.22], [6.00, -6.36, 0.25], [1.18, -6.19, 1.55], [0.58, -7.47, -0.79], [2.17, -8.11, -1.08], [1.38, -8.45, 0.43], [2.05, -4.26, -0.02], [0.90, -5.17, -0.98], [2.69, -5.98, -2.45], [2.78, -4.23, -2.32], [5.03, -5.26, -2.09], [4.56, -4.32, -0.69], [4.58, -8.64, -0.61], [5.58, -7.78, -1.77], [3.86, -7.77, -1.98], [6.16, -5.43, 0.80], [6.74, -6.37, -0.55], [6.21, -7.20, 0.91], [1.31, -6.98, 2.29], [0.14, -6.19, 1.23], [1.35, -5.23, 2.05], [1.88, 6.13, -6.27], [1.18, 5.04, -5.44], [-0.11, 4.57, -6.14], [-1.26, 5.55, -6.02], [-1.52, 5.87, -4.55], [-0.27, 6.38, -3.82], [0.93, 5.52, -4.04], [0.80, 4.45, -3.27], [0.01, 7.84, -4.27], [-0.61, 6.53, -2.33], [2.18, 3.87, -5.49], [1.88, 5.87, -7.33], [1.42, 7.12, -6.20], [2.92, 6.25, -5.96], [-0.43, 3.61, -5.72], [0.10, 4.38, -7.20], [-1.04, 6.46, -6.59], [-2.16, 5.12, -6.47], [-2.33, 6.61, -4.49], [-1.90, 4.97, -4.06], [1.01, 8.16, -3.96], [-0.71, 8.53, -3.82], [-0.09, 7.98, -5.34], [-0.97, 5.59, -1.88], [-1.42, 7.25, -2.18], [0.25, 6.88, -1.76], [3.10, 4.11, -4.96], [2.45, 3.65, -6.53], [1.78, 2.94, -5.08]],
  "lumo_energy_ev": [-4.595, -4.595],
  "multiplicity": 3,
  "s_squared": 2.0085,
  "relative_energy_kcal_mol": 100.90,
  "charge": 1,
  "e_homo_ev": [-10.13, -10.85]
}

[3]
{
  "formula": "C35H64BBr2ClF5N3O7",
  "method": "ωB97M-V/def2-TZVPD",
  "species": ["C", "C", "C", "C", "O", "C", "Cl", "O", "C", "C", "F", "F", "C", "F", "F", "C", "C", "C", "C", "C", "N", "C", "N", "N", "O", "C", "C", "Br", "C", "C", "Br", "C", "F", "C", "C", "B", "O", "C", "C", "H", "H", "H", "H", "H", "H", "H", "H", "H", "H", "H", "H", "H", "H", "H", "H", "H", "H", "H", "H", "H", "H", "H", "H", "H", "H", "H", "H", "H", "H", "H", "H", "H", "H", "H", "H", "H", "H", "H", "H", "C", "C", "C", "O", "C", "H", "H", "H", "H", "H", "H", "H", "H", "C", "C", "C", "O", "C", "H", "H", "H", "H", "H", "H", "H", "H", "C", "C", "C", "O", "C", "H", "H", "H", "H", "H", "H", "H", "H"],
  "positions_angstrom": [[5.10, 2.64, 6.00], [5.69, 1.60, 4.99], [4.55, 0.79, 4.37], [3.98, 1.43, 3.10], [3.05, 0.50, 2.54], [2.99, 0.48, 1.16], [4.53, -0.07, 0.41], [2.58, 1.78, 0.72], [3.53, 2.56, 0.03], [2.92, 3.99, -0.13], [1.74, 4.10, 0.45], [3.73, 4.87, 0.51], [2.84, 4.48, -1.58], [2.36, 3.54, -2.41], [4.03, 4.93, -1.98], [1.80, -0.47, 0.81], [2.16, -1.97, 0.79], [3.17, -2.51, 1.84], [2.62, -3.59, 2.80], [3.79, -4.38, 3.42], [4.52, -5.26, 2.50], [3.80, -6.30, 1.87], [4.21, -6.80, 0.79], [2.61, -6.79, 2.40], [0.67, -0.02, 1.58], [0.27, -0.78, 2.67], [-0.94, -1.69, 2.38], [-0.88, -3.55, 2.86], [-2.03, -1.21, 1.83], [-2.29, 0.21, 1.46], [-3.54, -2.35, 1.47], [-0.24, 0.23, 3.80], [0.05, 1.52, 3.39], [0.57, 0.02, 5.07], [-0.02, 0.75, 6.28], [1.41, -0.11, -0.73], [2.34, -0.29, -1.74], [-0.02, 0.40, -1.16], [-0.33, 1.85, -0.72], [5.70, 2.68, 6.90], [4.11, 2.32, 6.29], [5.04, 3.61, 5.50], [6.33, 2.07, 4.25], [6.26, 0.90, 5.60], [3.75, 0.55, 5.07], [4.94, -0.18, 4.04], [4.83, 1.66, 2.47], [3.45, 2.34, 3.40], [3.71, 2.21, -0.99], [4.46, 2.72, 0.56], [2.16, 5.33, -1.61], [2.57, -2.19, -0.19], [1.25, -2.57, 0.84], [3.66, -1.76, 2.46], [3.97, -3.01, 1.29], [2.07, -3.15, 3.63], [1.97, -4.22, 2.21], [3.37, -4.98, 4.23], [4.49, -3.70, 3.90], [5.06, -4.73, 1.84], [5.08, -6.36, 0.50], [1.81, -6.45, 1.89], [2.51, -6.62, 3.40], [1.06, -1.32, 3.17], [-2.51, 0.27, 0.40], [-1.52, 0.90, 1.75], [-3.21, 0.51, 1.98], [-1.31, 0.12, 3.98], [0.76, -1.04, 5.25], [1.54, 0.48, 4.85], [-0.99, 0.33, 6.50], [-0.14, 1.80, 6.03], [0.67, 0.68, 7.12], [2.38, 0.51, -2.29], [-0.07, 0.39, -2.25], [-0.75, -0.34, -0.82], [-0.33, 2.01, 0.35], [-1.24, 2.17, -1.22], [0.46, 2.48, -1.13], [-1.55, 1.66, -5.67], [-3.04, 1.77, -5.40], [-3.09, 1.77, -3.88], [-1.87, 2.38, -3.44], [-0.97, 2.50, -4.54], [-1.25, 2.01, -6.66], [-1.23, 0.62, -5.56], [-3.42, 2.72, -5.79], [-3.62, 0.96, -5.85], [-3.13, 0.75, -3.49], [-3.94, 2.33, -3.49], [-0.91, 3.56, -4.82], [0.03, 2.17, -4.23], [-7.97, -0.26, 1.05], [-8.11, 0.59, 2.31], [-6.67, 0.71, 2.76], [-5.86, 0.67, 1.58], [-6.66, 0.26, 0.47], [-8.80, -0.16, 0.36], [-7.87, -1.31, 1.32], [-8.51, 1.57, 2.05], [-8.76, 0.15, 3.06], [-6.38, -0.14, 3.40], [-6.47, 1.63, 3.31], [-6.83, 1.14, -0.17], [-6.12, -0.49, -0.11], [-2.36, -0.86, -10.16], [-3.85, -1.16, -10.28], [-4.26, -1.28, -8.82], [-3.39, -0.41, -8.08], [-2.32, 0.02, -8.92], [-1.94, -0.38, -11.04], [-1.81, -1.79, -9.99], [-4.37, -0.32, -10.74], [-4.08, -2.06, -10.85], [-4.11, -2.30, -8.45], [-5.30, -1.00, -8.64], [-2.49, 1.07, -9.18], [-1.38, -0.06, -8.38]],
  "lumo_energy_ev": 0.442,
  "e_homo_ev": -8.81
}

[4]
{
  "formula": "C35H65F5N2O21S2Y",
  "method": "ωB97M-V/def2-TZVPD",
  "species": ["Y", "C", "O", "O", "C", "F", "F", "F", "C", "C", "H", "H", "H", "H", "H", "H", "N", "S", "O", "O", "F", "S", "O", "O", "F", "O", "C", "O", "C", "C", "C", "H", "H", "H", "H", "H", "H", "H", "H", "O", "C", "O", "C", "C", "C", "H", "H", "H", "H", "H", "H", "H", "H", "O", "C", "O", "C", "C", "C", "H", "H", "H", "H", "H", "H", "H", "H", "O", "C", "O", "C", "C", "C", "H", "H", "H", "H", "H", "H", "H", "H", "O", "C", "O", "C", "C", "C", "H", "H", "H", "H", "H", "H", "H", "H", "O", "C", "O", "C", "C", "C", "H", "H", "H", "H", "H", "H", "H", "H", "C", "C", "C", "C", "N", "H", "H", "H", "H", "H", "H", "H", "C", "C", "O", "C", "O", "O", "H", "H", "H", "H"],
  "positions_angstrom": [[-16.40, 2.14, 5.93], [-14.28, 1.03, 8.72], [-14.07, 2.07, 9.64], [-15.19, 1.44, 7.81], [-13.00, 0.46, 8.08], [-13.33, -0.53, 7.23], [-12.32, 1.39, 7.39], [-12.21, -0.09, 9.02], [-13.29, 1.83, 10.79], [-13.43, 3.04, 11.70], [-14.41, 3.03, 12.17], [-12.61, 2.98, 12.42], [-13.38, 3.99, 11.16], [-12.25, 1.57, 10.58], [-13.60, 1.00, 11.44], [-14.69, 0.19, 9.31], [-18.49, 1.98, 6.68], [-19.25, 1.08, 7.77], [-19.91, -0.06, 7.22], [-19.79, 1.76, 8.91], [-17.92, 0.47, 8.39], [-20.03, 2.58, 6.05], [-20.92, 3.27, 6.92], [-20.56, 1.69, 5.06], [-19.34, 3.75, 5.23], [-16.67, 4.11, 7.35], [-17.16, 4.64, 8.34], [-18.10, 5.54, 8.32], [-18.35, 6.29, 7.10], [-19.81, 6.66, 7.05], [-16.84, 4.10, 9.71], [-18.07, 5.71, 6.22], [-17.75, 7.20, 7.09], [-19.97, 7.53, 7.69], [-20.41, 5.84, 7.44], [-20.10, 6.88, 6.03], [-16.71, 3.02, 9.63], [-17.67, 4.26, 10.39], [-15.92, 4.57, 10.05], [-16.15, -0.40, 5.98], [-15.76, -1.55, 5.82], [-15.88, -2.51, 6.68], [-16.45, -2.15, 7.99], [-16.35, -3.39, 8.86], [-15.20, -2.02, 4.50], [-17.47, -1.83, 7.84], [-15.80, -1.38, 8.40], [-16.87, -4.24, 8.41], [-16.82, -3.20, 9.82], [-15.34, -3.79, 8.98], [-15.99, -2.51, 3.93], [-14.45, -2.80, 4.58], [-14.80, -1.23, 3.86], [-17.61, 0.86, 4.10], [-18.25, 0.12, 3.37], [-18.73, 0.47, 2.20], [-18.45, 1.76, 1.65], [-19.50, 2.82, 1.99], [-18.65, -1.27, 3.71], [-18.38, 1.61, 0.58], [-17.42, 2.04, 1.90], [-20.48, 2.37, 2.17], [-19.58, 3.51, 1.15], [-19.18, 3.42, 2.83], [-18.52, -1.47, 4.77], [-18.15, -2.05, 3.15], [-19.71, -1.31, 3.45], [-23.59, -0.21, 7.52], [-24.58, -0.10, 8.21], [-24.69, 0.70, 9.28], [-23.67, 1.67, 9.54], [-23.77, 2.84, 8.60], [-25.76, -1.03, 8.09], [-22.66, 1.26, 9.47], [-23.85, 2.01, 10.56], [-22.80, 3.34, 8.64], [-24.58, 3.54, 8.80], [-23.88, 2.50, 7.57], [-26.68, -0.49, 7.85], [-25.93, -1.52, 9.05], [-25.53, -1.76, 7.32], [-19.06, -1.60, 9.86], [-19.58, -2.59, 10.33], [-20.49, -3.33, 9.72], [-21.12, -2.83, 8.52], [-20.44, -3.57, 7.37], [-19.15, -3.18, 11.66], [-21.09, -1.75, 8.40], [-22.18, -3.07, 8.63], [-20.71, -4.63, 7.43], [-19.35, -3.55, 7.44], [-20.79, -3.19, 6.41], [-18.56, -2.46, 12.21], [-18.56, -4.05, 11.38], [-20.07, -3.44, 12.19], [-22.72, 7.16, 3.21], [-22.63, 6.09, 2.66], [-23.37, 5.04, 2.97], [-24.39, 5.14, 3.96], [-23.99, 4.44, 5.25], [-21.68, 5.83, 1.55], [-25.34, 4.81, 3.54], [-24.60, 6.18, 4.19], [-23.04, 4.85, 5.60], [-23.85, 3.38, 5.01], [-24.78, 4.55, 5.98], [-22.09, 5.26, 0.72], [-20.81, 5.27, 1.91], [-21.27, 6.74, 1.11], [-20.70, 4.66, 10.64], [-21.62, 5.75, 11.18], [-23.02, 5.70, 10.53], [-23.10, 6.22, 9.16], [-23.19, 6.60, 8.08], [-21.08, 3.65, 10.83], [-19.77, 4.67, 11.22], [-20.52, 4.68, 9.57], [-21.19, 6.72, 10.92], [-21.64, 5.77, 12.27], [-23.79, 6.28, 11.04], [-23.31, 4.65, 10.54], [-22.53, -0.53, 4.55], [-23.30, 0.37, 3.58], [-24.65, 0.06, 3.90], [-24.71, -1.17, 4.43], [-25.71, -1.78, 4.63], [-23.47, -1.56, 4.76], [-22.31, -0.06, 5.51], [-21.59, -0.81, 4.07], [-23.06, 0.15, 2.54], [-23.16, 1.43, 3.80]],
  "lumo_energy_ev": -4.648,
  "charge": 1,
  "e_homo_ev": -11.91
}

Summary of calculated total energy in a.u.
-8060.9680, -3327.0982, -8195.2971, -4396.1363
(order as listed above)